[1]
Density functional theory data (ωB97M-V with the def2-TZVPD basis set) for the molecule C5H7NO.

E_tot: -324.59172 Eh
Largest force on an atom: 0.014 Eh/bohr
Net charge: 0
LUMO: -0.21 eV

Each line ends with the Mulliken charge.
Atoms and positions in Å:
C -2.2025 0.2682 0.1478  -1.26
C -0.7764 -0.2507 -0.0125  1.00
C -0.9499 -1.6219 0.1898  -0.69
O 1.6200 -1.4244 -0.1442  -0.64
C 1.6048 -0.1886 -0.1275  0.73
N 2.7764 0.5451 -0.1198  -0.46
C 0.3312 0.5368 -0.1080  -0.67
H -2.3236 0.6562 1.1600  0.28
H -2.9666 -0.5101 0.0112  0.38
H -2.3710 1.0414 -0.6030  0.34
H -1.4180 -2.2066 -0.6313  0.25
H 3.6154 0.0263 0.1043  0.25
H 2.7661 1.4994 0.2136  0.22
H 0.2942 1.6288 -0.0805  0.24

Atomic forces in eV per Å
C -0.212 0.102 0.064
C 0.282 -0.259 0.111
C 0.334 0.479 -0.291
O -0.263 0.373 -0.090
C -0.207 -0.190 0.108
N -0.133 -0.142 0.197
C -0.078 -0.205 0.046
H -0.030 0.109 -0.168
H 0.211 0.088 0.013
H -0.032 -0.015 0.125
H 0.609 0.316 0.177
H -0.215 0.014 -0.111
H -0.157 -0.236 -0.127
H -0.110 -0.433 -0.054

---

[2]
Density functional theory data (ωB97M-V with the def2-TZVPD basis set) for the molecule C5H7NO.

E_tot: -324.54095 Eh
Largest force on an atom: 0.009 Eh/bohr
Net charge: 0
LUMO: 0.90 eV

Each line ends with the Mulliken charge.
Atoms and positions in Å:
O -0.1103 -1.0844 -0.6188  -0.40
C 0.6492 -1.0392 0.5116  -0.27
N 1.7140 -0.2565 0.5514  -0.02
C 2.3005 0.5136 -0.3737  -0.72
C -0.8642 0.1080 -0.8816  -0.62
C -1.6292 0.5872 0.2778  -0.27
C -2.2307 1.0060 1.2338  0.10
H 0.2914 -1.5051 1.4198  0.45
H 2.1496 -0.2380 1.4679  0.24
H 1.9741 0.4353 -1.4004  0.27
H 3.2104 1.0188 -0.0883  0.27
H -0.2025 0.9145 -1.2246  0.26
H -1.5345 -0.1458 -1.7076  0.32
H -2.7632 1.3862 2.0795  0.39

Atomic forces in eV per Å
O 0.078 -0.033 0.089
C 0.054 0.182 0.148
N -0.099 -0.149 0.047
C 0.036 -0.015 -0.088
C -0.137 0.253 -0.143
C -0.234 0.149 0.390
C 0.237 -0.163 -0.394
H 0.102 0.046 -0.150
H -0.049 0.001 -0.112
H 0.035 0.030 0.183
H -0.139 -0.099 -0.062
H -0.069 -0.104 0.117
H 0.079 0.006 0.171
H 0.106 -0.104 -0.196

---

[3]
Density functional theory data (ωB97M-V with the def2-TZVPD basis set) for a structure of composition C5H7NO.

E_tot: -324.52534 Eh
Largest force on an atom: 0.019 Eh/bohr
Net charge: 0
LUMO: 0.90 eV

Each line ends with the Mulliken charge.
Atoms and positions in Å:
O 0.2945 -1.4444 -2.5697  -0.35
C 1.2451 -0.9520 -2.0684  -0.26
N 0.9744 0.1179 -0.8057  -0.25
C -0.3104 0.7525 -0.5621  -0.59
C -1.1582 -0.0268 0.4550  -0.54
C -0.5122 -0.1025 1.7711  -0.47
C 0.0453 -0.1511 2.8376  0.12
H 1.8641 0.1175 -1.7725  0.49
H 1.5241 -0.0904 0.0288  0.27
H -0.8447 0.7737 -1.5198  0.32
H -0.1684 1.7838 -0.2182  0.29
H -2.1368 0.4590 0.5575  0.29
H -1.3342 -1.0385 0.0713  0.25
H 0.5176 -0.1989 3.7952  0.41

Atomic forces in eV per Å
O 0.538 0.329 0.334
C -0.614 -0.581 -0.465
N 0.027 0.062 0.194
C -0.067 0.106 -0.047
C -0.041 -0.040 -0.010
C 0.207 -0.025 0.375
C -0.193 0.021 -0.369
H 0.016 0.176 0.166
H -0.018 0.019 -0.127
H 0.068 0.005 0.143
H -0.037 -0.145 -0.058
H 0.166 -0.075 -0.013
H 0.035 0.141 0.080
H -0.087 0.008 -0.204

---

Respective HOMO energy values: -8.25 -6.68 -8.92 eV.
Respective energy above the lowest of the compared OMol25 structures with the same formula, charge and spin values: 83.3 115.2 125.0 kcal/mol.
Respective orbital gap values: 8.0 7.6 9.8 eV.